(1)
The following is a quantum chemistry calculation of a molecular structure, C36H28Cl2IMgN2O2P at a distorted geometry, from OMol25.

Results
* HOMO energy: -13.15 eV
* charge: +2
* gap between HOMO and LUMO: 0.225 hartree
* ΔE to the lowest compared entry with this formula, charge and spin: 0.000 eV
* electronic energy: -92729.271 eV

```
73
Properties=species:S:1:pos:R:3:forces:R:3:mulliken_charge:R:1
Mg 1.282 1.495 0.498 -0.4 -0.9 -0.1 0.9169
I 1.100 1.319 3.387 -0.3 -0.5 0.8 0.2712
C 0.029 -0.330 4.331 -0.2 -0.3 0.4 -0.0077
C 0.061 -0.170 5.704 0.3 0.4 -0.5 -0.5236
C -0.623 -1.042 6.563 -0.5 -0.9 -0.4 -1.0396
C -1.315 -2.106 6.018 0.8 0.5 0.0 -0.6958
C -1.343 -2.319 4.626 0.1 0.5 -0.6 0.9415
C -2.117 -3.412 4.144 0.4 0.2 -0.4 -0.8987
C -2.157 -3.683 2.800 0.5 0.2 -0.1 -1.2361
C -1.447 -2.846 1.884 -0.6 0.2 1.0 -0.4807
C -0.796 -1.690 2.299 0.1 -0.6 0.1 1.3302
P -0.221 -0.695 0.858 -0.1 -0.1 -0.5 0.2216
C -1.809 -0.377 0.018 -0.5 -0.1 -0.2 1.3194
C -2.595 0.662 0.557 0.1 -0.5 -0.4 -0.9361
C -3.862 0.919 0.033 0.0 0.1 -0.3 -0.7069
C -4.354 0.181 -1.054 1.0 -0.5 0.2 -0.6379
C -3.583 -0.875 -1.579 0.3 0.4 0.8 -0.8873
C -2.317 -1.159 -1.033 -0.6 0.7 0.0 -0.1439
C 0.680 -1.939 -0.130 0.6 -0.5 -0.5 0.6895
C 0.762 -1.865 -1.546 0.0 0.0 0.4 -0.1646
C 1.584 -2.748 -2.259 0.1 0.1 0.5 -0.8654
C 2.303 -3.748 -1.586 -0.4 0.4 0.2 -0.7808
C 2.185 -3.855 -0.195 -0.1 0.5 0.0 -0.6755
C 1.432 -2.935 0.542 -0.3 0.3 -0.5 -0.9273
C -0.664 -1.416 3.708 -0.3 0.2 -0.2 0.5587
H 0.648 0.650 6.112 -0.3 -0.2 0.1 0.3582
H -0.615 -0.894 7.630 0.1 0.1 0.1 0.4123
H -1.794 -2.877 6.604 -0.1 0.3 0.4 0.4000
H -2.634 -4.012 4.897 0.1 0.1 -0.4 0.3956
H -2.699 -4.540 2.410 0.1 0.2 0.1 0.4575
H -1.495 -3.106 0.829 0.0 0.1 0.2 0.3428
H -2.207 1.236 1.399 -0.2 0.0 -0.1 0.3722
H -4.464 1.727 0.450 0.1 -0.2 -0.1 0.4166
H -5.304 0.423 -1.503 -0.1 0.0 0.0 0.4409
H -3.968 -1.502 -2.373 0.0 0.2 -0.1 0.4972
H -1.721 -1.946 -1.473 -0.1 -0.1 0.1 0.5141
H 0.166 -1.120 -2.100 0.4 -0.4 0.3 0.2757
H 1.685 -2.609 -3.332 -0.1 -0.2 0.1 0.5034
H 2.965 -4.422 -2.125 -0.2 0.1 0.0 0.4313
H 2.703 -4.633 0.348 0.1 0.0 -0.1 0.4511
H 1.418 -2.983 1.641 0.0 -0.1 -0.6 0.4497
O -3.074 1.361 -6.350 0.5 0.2 0.7 -0.4848
C -3.091 1.363 -4.982 -2.6 0.3 0.0 0.6206
O -4.165 1.246 -4.369 3.1 0.1 -1.8 -0.5037
C -1.791 1.565 -4.264 -0.7 -0.1 0.8 0.6172
C -1.934 1.949 -2.920 0.8 0.3 -0.2 -1.0114
C -0.805 2.059 -2.118 0.1 -0.4 0.3 0.7108
C 0.468 1.674 -2.574 -0.8 0.1 -1.2 0.5478
C 0.579 1.388 -3.947 0.3 -0.3 0.1 -0.7482
C -0.533 1.313 -4.793 0.3 0.3 0.3 -1.2885
N 1.537 1.562 -1.643 0.9 0.2 -0.2 0.2905
C 2.780 1.437 -1.991 -1.6 0.3 -0.7 0.0173
C 3.800 1.356 -0.975 1.9 -0.2 1.5 0.3989
C 5.196 1.294 -1.261 -1.4 0.3 0.6 -1.0158
C 6.099 1.325 -0.203 -0.1 0.0 0.8 -0.2344
C 5.637 1.337 1.140 0.5 0.1 -1.5 -0.8809
C 4.268 1.325 1.321 -0.4 0.1 -0.5 0.1552
N 3.360 1.370 0.321 1.0 -0.1 -0.3 0.0842
H -2.241 1.695 -6.767 -0.9 -0.4 0.8 0.3282
H -2.912 2.191 -2.513 0.2 -0.2 -0.2 0.6356
H -0.936 2.390 -1.093 0.0 -0.2 0.0 -0.2320
H 1.556 1.175 -4.362 -0.1 -0.1 -0.1 0.2915
H -0.405 1.070 -5.852 0.1 0.0 0.5 0.2625
H 3.104 1.445 -3.041 -0.1 -0.1 0.4 0.3601
H 5.581 1.287 -2.272 -0.2 0.0 -0.1 0.4731
H 7.162 1.345 -0.450 -0.3 0.0 0.3 0.4419
H 6.314 1.396 1.995 -0.2 -0.2 -0.4 0.4388
H 3.862 1.289 2.314 -0.1 0.1 0.3 0.2243
Cl 0.429 3.762 0.843 -0.7 1.1 0.0 -0.0877
C -1.055 5.024 0.678 -0.2 -0.1 0.2 -0.3328
Cl -0.465 6.587 1.094 -0.1 -0.3 -0.1 -0.0455
H -1.818 4.686 1.396 0.6 -0.1 -0.3 0.3374
H -1.404 4.978 -0.359 0.4 -0.2 0.3 0.2702
```
Forces are in eV/Å.


(2)
The following is a quantum chemistry calculation of a molecular structure, C36H28Cl2N6NiO11S2, from OMol25.

Results
* HOMO energy (alpha / beta): -3.36 / -3.36 eV
* 2S+1: 3
* charge: -2
* gap between HOMO and LUMO (alpha / beta): 0.260 / 0.260 hartree
* ΔE to the lowest compared entry with this formula, charge and spin: 0.000 eV
* electronic energy: -157015.862 eV

```
86
Properties=species:S:1:pos:R:3:forces:R:3:mulliken_spin:R:1
Ni -0.071 -0.322 0.042 0.1 0.1 0.0 1.7113
O -0.437 6.507 -1.462 0.0 0.1 0.0 0.0000
C 0.402 5.914 -0.469 0.0 0.0 0.0 -0.0006
C 0.416 4.420 -0.616 0.0 -0.1 0.0 -0.0021
C 1.570 3.692 -0.377 0.0 0.0 0.0 0.0036
C 1.491 2.309 -0.356 0.0 0.0 0.0 0.0016
N 0.357 1.666 -0.586 0.0 -0.1 0.0 0.0513
C -0.748 2.352 -0.901 0.0 0.0 0.0 -0.0084
C -0.755 3.735 -0.912 0.0 0.1 0.0 -0.0022
C -1.958 1.518 -1.154 0.0 0.0 0.0 0.0151
C -3.188 2.052 -1.472 0.0 0.0 0.0 -0.0015
C -4.286 1.203 -1.565 0.0 0.0 0.0 -0.0027
C -5.665 1.783 -1.761 0.0 0.0 0.0 -0.0002
O -5.880 2.957 -1.011 0.0 0.1 0.0 -0.0001
C -4.084 -0.156 -1.408 0.0 0.0 0.0 -0.0004
C -2.806 -0.626 -1.134 0.0 0.0 0.0 0.0001
N -1.784 0.201 -0.993 0.0 0.0 0.0 0.0558
H -0.855 7.278 -1.071 0.0 0.0 0.0 0.0000
H 0.024 6.136 0.535 0.0 0.0 0.0 0.0000
H 1.422 6.304 -0.549 0.0 0.0 0.0 0.0000
H 2.512 4.185 -0.173 0.0 0.0 0.0 0.0008
H 2.341 1.684 -0.109 0.0 0.0 0.0 -0.0003
H -1.659 4.290 -1.116 0.0 0.0 0.0 0.0012
H -3.331 3.120 -1.564 0.0 0.0 0.0 0.0006
H -6.409 1.012 -1.526 0.0 0.0 0.0 -0.0001
H -5.799 2.055 -2.813 0.0 0.0 0.0 -0.0001
H -5.478 2.846 -0.126 0.0 -0.1 0.0 0.0000
H -4.913 -0.850 -1.444 0.0 0.0 0.0 0.0004
H -2.589 -1.675 -0.980 0.0 0.0 0.0 -0.0005
O -2.728 -2.432 1.638 0.0 0.0 0.0 -0.0003
S -1.311 -2.704 1.788 0.0 0.0 0.0 0.0056
O -0.978 -4.074 2.099 0.0 0.0 0.0 0.0036
O -0.523 -2.176 0.660 0.0 0.0 0.0 0.0360
C -0.809 -1.765 3.248 0.0 0.0 0.0 -0.0015
C -1.826 -1.610 4.183 0.0 0.0 0.0 0.0000
C -1.606 -0.975 5.393 0.0 0.0 0.0 0.0000
C -0.346 -0.481 5.685 0.0 0.0 0.0 0.0001
C 0.673 -0.619 4.756 0.0 0.0 0.0 0.0008
C 0.462 -1.251 3.533 0.0 0.0 0.0 0.0014
S 1.899 -1.251 2.431 0.0 0.0 0.0 0.0042
O 2.115 -2.593 1.971 0.0 0.0 0.0 -0.0004
O 2.967 -0.665 3.221 0.0 0.0 0.0 0.0025
O 1.521 -0.282 1.355 0.0 0.0 0.0 0.0326
H -2.807 -1.982 3.923 0.0 0.0 0.0 -0.0002
H -2.421 -0.858 6.097 0.0 0.0 0.0 0.0000
H -0.153 0.023 6.624 0.0 0.0 0.0 0.0000
H 1.660 -0.229 4.955 0.0 0.0 0.0 -0.0001
N 0.268 2.099 2.508 0.0 -0.1 0.0 0.0015
C -1.000 1.843 2.110 0.0 0.0 0.0 -0.0014
O -1.294 0.746 1.600 0.0 0.0 0.0 0.0264
C -1.963 2.918 2.239 0.0 0.1 0.0 0.0048
C -3.300 2.745 1.841 0.0 -0.1 -0.1 0.0012
N -4.398 2.633 1.490 0.0 0.1 0.0 0.0002
C -1.518 4.225 2.507 0.0 0.0 0.2 0.0001
N -1.098 5.283 2.734 0.0 0.0 -0.1 0.0005
H 0.952 1.364 2.367 0.0 0.0 0.0 -0.0007
H 0.502 2.941 3.001 0.0 0.0 0.0 -0.0001
Cl -1.565 0.539 -4.449 0.0 0.0 0.0 -0.0001
C -0.642 1.986 -4.277 0.0 0.0 0.0 -0.0003
C -1.290 3.208 -4.375 0.0 0.0 0.0 0.0003
C -0.575 4.379 -4.195 0.0 0.0 0.0 0.0003
C 0.783 4.332 -3.928 0.0 0.0 0.0 -0.0003
C 1.417 3.103 -3.853 0.0 0.0 0.0 -0.0011
Cl 3.124 3.069 -3.536 0.0 0.0 0.0 0.0000
C 0.732 1.896 -4.015 0.0 0.0 0.0 0.0016
N 1.402 0.663 -3.903 0.0 0.0 0.0 0.0003
C 1.440 -0.207 -4.991 0.0 0.0 0.0 0.0010
C 1.341 0.294 -6.290 0.0 0.0 0.0 -0.0002
C 1.367 -0.555 -7.385 0.0 0.0 0.0 0.0003
C 1.498 -1.921 -7.203 0.0 0.0 0.0 0.0000
C 1.615 -2.416 -5.909 0.0 0.0 0.0 0.0000
C 1.599 -1.594 -4.792 0.0 0.0 0.0 -0.0011
C 1.766 -2.179 -3.413 0.0 0.0 0.0 0.0069
C 0.625 -1.811 -2.438 0.0 0.0 0.0 -0.0047
O -0.485 -2.299 -2.602 0.0 0.0 0.0 -0.0013
O 0.993 -0.963 -1.546 0.0 0.0 0.0 0.0623
H -2.356 3.222 -4.557 0.0 0.0 0.0 0.0000
H -1.079 5.335 -4.224 0.0 0.0 0.0 0.0000
H 1.346 5.239 -3.760 0.0 0.0 0.0 0.0000
H 1.377 0.243 -2.968 0.0 0.0 0.0 -0.0035
H 1.232 1.362 -6.438 0.0 0.0 0.0 0.0000
H 1.277 -0.140 -8.382 0.0 0.0 0.0 0.0000
H 1.508 -2.596 -8.050 0.0 0.0 0.0 0.0000
H 1.714 -3.484 -5.750 0.0 0.0 0.0 0.0000
H 2.707 -1.841 -2.974 0.0 0.0 0.0 -0.0002
H 1.792 -3.265 -3.491 0.0 0.0 0.0 0.0005
```
Forces are in eV/Å.


(3)
The following is a quantum chemistry calculation of a molecular structure, C36H28O5P2PdSSe, from OMol25.

Results
* HOMO energy (alpha / beta): -13.14 / -14.36 eV
* 2S+1: 5
* charge: +2
* gap between HOMO and LUMO (alpha / beta): 0.262 / 0.218 hartree
* electronic energy: -146240.649 eV

```
74
Properties=species:S:1:pos:R:3:forces:R:3:mulliken_spin:R:1
Pd 0.288 0.223 -0.920 -0.3 0.2 -0.1 0.9344
O -2.200 -0.904 -0.541 -0.2 -0.2 0.2 0.2219
S -1.324 -0.550 0.594 0.2 0.1 -0.5 0.1393
C -2.192 0.614 1.617 0.1 0.1 0.0 0.0914
C -3.364 0.192 2.234 0.1 -0.1 -0.1 0.0043
C -4.105 1.096 2.979 0.0 0.2 0.0 0.0186
C -3.680 2.414 3.089 0.0 -0.1 0.0 -0.0079
C -2.550 2.846 2.408 0.0 0.0 0.0 0.0087
C -1.801 1.962 1.634 0.0 0.0 0.1 -0.0368
P -0.484 2.641 0.609 0.1 -0.2 0.1 0.4936
C 0.186 4.138 1.248 0.0 0.1 -0.1 0.0890
C 0.915 4.092 2.442 0.0 0.0 0.0 0.0401
C 1.466 5.260 2.936 0.0 0.0 0.0 -0.0195
C 1.309 6.455 2.242 0.0 0.0 0.0 0.0483
C 0.597 6.495 1.048 0.0 0.0 0.0 -0.0184
C 0.034 5.337 0.541 0.0 0.0 0.0 0.0503
C -1.039 2.702 -1.086 0.0 0.0 0.0 0.0547
C -2.362 2.430 -1.455 0.0 0.0 0.0 0.0433
C -2.706 2.413 -2.796 0.0 0.0 0.0 -0.0112
C -1.745 2.661 -3.770 0.0 0.0 0.0 0.0519
C -0.428 2.924 -3.409 0.0 0.0 -0.1 -0.0172
C -0.064 2.936 -2.074 0.0 0.0 0.0 0.0836
C -0.749 -1.942 1.534 0.0 0.0 0.1 0.0832
C -1.294 -2.215 2.781 0.0 0.0 -0.1 0.0173
C -0.912 -3.357 3.470 0.0 -0.1 0.0 0.0155
C 0.006 -4.222 2.906 0.0 0.0 0.0 -0.0002
C 0.596 -3.915 1.683 0.0 0.0 0.0 0.0064
C 0.256 -2.766 0.980 0.0 0.1 0.0 -0.0134
P 1.327 -2.306 -0.421 -0.1 -0.1 0.1 0.5443
C 0.265 -2.260 -1.907 0.1 -0.1 0.2 0.0494
C -0.905 -3.014 -2.021 0.0 0.0 0.0 0.0052
C -1.708 -2.864 -3.136 0.0 0.0 0.0 0.0218
C -1.380 -1.938 -4.128 0.0 0.0 0.0 0.0287
C -0.226 -1.184 -4.026 0.0 0.0 0.0 -0.0023
C 0.609 -1.347 -2.921 0.2 0.2 0.0 0.0881
C 2.607 -3.520 -0.664 0.0 -0.1 -0.1 0.0788
C 2.541 -4.320 -1.811 0.0 0.0 0.0 0.0467
C 3.509 -5.284 -2.035 0.0 0.0 0.0 -0.0148
C 4.542 -5.455 -1.125 0.0 0.0 0.0 0.0362
C 4.612 -4.660 0.014 0.0 0.0 0.0 -0.0145
C 3.657 -3.689 0.249 0.0 0.0 0.0 0.0344
H -3.711 -0.826 2.120 0.0 0.0 0.0 0.0012
H -5.013 0.770 3.467 0.0 0.0 0.0 0.0017
H -4.248 3.121 3.679 0.0 0.0 0.0 0.0002
H -2.257 3.887 2.460 0.0 0.0 0.0 0.0025
H 1.062 3.152 2.960 0.0 0.0 0.0 0.0100
H 2.033 5.237 3.856 0.0 0.0 0.0 -0.0002
H 1.752 7.362 2.631 0.0 0.0 0.0 0.0019
H 0.479 7.428 0.515 0.0 0.0 0.0 0.0000
H -0.527 5.362 -0.385 0.0 0.0 0.0 0.0036
H -3.117 2.252 -0.700 0.0 0.0 0.0 0.0059
H -3.730 2.218 -3.083 0.0 0.0 0.0 0.0007
H -2.027 2.659 -4.814 0.0 0.0 0.0 0.0010
H 0.316 3.128 -4.168 0.0 0.0 0.0 0.0001
H 0.962 3.147 -1.787 0.0 0.0 0.0 0.0008
H -2.006 -1.545 3.232 0.0 0.0 0.0 0.0059
H -1.340 -3.561 4.441 0.0 0.0 0.0 0.0004
H 0.297 -5.126 3.423 0.0 0.0 0.0 0.0005
H 1.360 -4.570 1.288 0.0 0.0 0.0 0.0034
H -1.178 -3.718 -1.245 0.0 0.0 0.0 0.0038
H -2.601 -3.466 -3.238 0.0 0.0 0.0 0.0000
H -2.026 -1.826 -4.989 0.0 0.0 0.0 0.0007
H 0.052 -0.491 -4.809 0.0 0.0 0.0 0.0010
H 1.573 -0.841 -2.893 0.0 0.0 0.0 0.0038
H 1.739 -4.200 -2.527 0.0 0.0 0.0 0.0082
H 3.456 -5.899 -2.923 0.0 0.0 0.0 0.0003
H 5.301 -6.205 -1.305 0.0 0.0 0.0 0.0012
H 5.422 -4.791 0.718 0.0 0.0 0.0 -0.0001
H 3.729 -3.062 1.124 0.0 0.0 0.0 -0.0003
O 3.711 1.291 1.503 0.3 0.3 0.2 0.0574
Se 2.534 0.480 0.849 -0.3 -0.2 -0.2 -0.0164
O 0.989 0.901 1.383 -0.2 0.0 0.3 0.2492
O 2.304 0.764 -0.796 0.1 0.0 -0.2 0.2451
O 2.606 -1.152 1.022 0.1 -0.3 0.1 0.1337
```
Forces are in eV/Å.


(4)
The following is a quantum chemistry calculation of a molecular structure, C36H30BrCrN4OSSi at a distorted geometry, from OMol25.

Results
* HOMO energy (alpha / beta): -10.16 / -10.21 eV
* 2S+1: 5
* charge: +1
* gap between HOMO and LUMO (alpha / beta): 0.240 / 0.234 hartree
* ΔE to the lowest compared entry with this formula, charge and spin: 1.080 eV
* electronic energy: -163002.341 eV

```
75
Properties=species:S:1:pos:R:3:forces:R:3:mulliken_spin:R:1
Cr 0.521 0.333 -0.405 0.8 -0.8 -0.1 3.9154
N -0.007 4.353 -0.038 -0.3 -0.1 -0.1 0.0270
C 1.233 5.037 0.012 0.4 0.2 0.1 -0.0049
C 1.319 6.269 0.639 -0.2 -0.1 0.1 0.0042
C 2.526 6.954 0.666 0.1 0.0 0.0 -0.0031
C 3.653 6.404 0.080 -0.1 0.1 -0.1 0.0045
C 3.575 5.155 -0.524 -0.3 0.2 -0.4 -0.0013
C 2.369 4.483 -0.561 -0.2 -0.1 -0.2 0.0086
S 2.279 2.897 -1.344 -0.1 0.3 -0.3 0.0371
N 0.866 2.268 -0.639 -0.1 1.3 -0.1 -0.0447
C -0.111 3.027 -0.246 0.8 0.0 -0.1 0.1117
C -1.407 2.331 -0.165 -0.5 -0.4 0.1 -0.0205
C -2.613 2.922 0.170 0.3 0.1 0.0 -0.0136
C -3.788 2.214 -0.019 -0.1 -0.2 -0.1 0.0254
C -3.718 0.927 -0.528 -0.1 0.3 0.1 -0.0034
C -2.474 0.376 -0.764 0.3 -0.2 0.0 0.0684
N -1.329 1.039 -0.574 -1.8 0.8 -0.1 0.0192
H -0.799 4.851 0.330 -0.1 0.0 -0.1 -0.0038
H 0.439 6.696 1.107 0.0 0.0 0.0 -0.0001
H 2.578 7.922 1.145 0.0 0.0 0.0 0.0000
H 4.597 6.929 0.103 0.0 0.0 0.0 0.0001
H 4.447 4.702 -0.979 -0.1 0.0 0.0 0.0001
H -2.638 3.925 0.575 -0.1 0.0 -0.1 0.0022
H -4.745 2.664 0.206 0.0 0.0 0.0 0.0013
H -4.612 0.354 -0.725 0.0 0.0 0.0 -0.0001
H -2.373 -0.641 -1.121 0.0 0.0 0.1 -0.0010
C 2.085 -4.593 -1.868 0.0 0.0 0.0 -0.0005
C 1.191 -3.822 -0.944 -0.1 -0.1 0.0 0.0041
C 0.629 -4.402 0.193 0.0 0.2 0.0 0.0082
C -0.103 -3.624 1.072 0.0 -0.1 0.1 -0.0079
C -0.248 -2.282 0.779 0.0 0.3 -0.1 0.0179
Br -1.084 -1.119 2.020 0.0 -0.1 0.1 0.0191
N 0.220 -1.707 -0.325 -0.2 -1.1 0.2 0.0532
C 0.921 -2.486 -1.168 0.0 0.1 -0.1 0.0425
H 1.655 -5.563 -2.115 0.0 0.0 0.0 -0.0002
H 3.049 -4.767 -1.387 0.0 0.0 0.0 -0.0003
H 2.267 -4.043 -2.790 0.0 0.0 0.0 0.0002
H 0.784 -5.453 0.404 0.0 0.0 0.0 -0.0003
H -0.523 -4.031 1.979 0.0 0.0 0.0 0.0005
H 1.308 -1.996 -2.055 0.0 0.0 0.1 -0.0330
O 2.230 -0.058 0.136 0.6 -0.1 0.3 -0.2325
Si 3.838 -0.118 0.203 -0.2 0.0 -0.1 -0.0677
C 4.385 -1.295 1.564 0.0 0.2 -0.2 0.0020
C 3.490 -2.231 2.079 0.0 0.0 0.0 -0.0019
C 3.863 -3.100 3.093 0.0 0.0 0.0 0.0006
C 5.152 -3.048 3.607 0.0 0.0 0.0 0.0000
C 6.061 -2.132 3.098 0.1 0.0 0.0 0.0001
C 5.678 -1.258 2.091 -0.1 0.0 0.0 0.0001
C 4.506 1.599 0.601 0.3 -0.3 -0.1 0.0005
C 5.767 2.022 0.182 -0.2 -0.1 0.0 -0.0021
C 6.255 3.276 0.532 0.1 0.1 0.1 0.0003
C 5.487 4.126 1.314 0.3 -0.3 0.3 -0.0003
C 4.226 3.722 1.736 0.1 -0.4 0.4 0.0019
C 3.742 2.473 1.377 0.3 -0.1 0.3 0.0132
C 4.423 -0.776 -1.472 0.2 0.1 0.3 0.0099
C 3.637 -0.643 -2.618 0.1 0.0 0.0 -0.0457
C 4.055 -1.143 -3.842 0.0 0.0 -0.1 0.0089
C 5.274 -1.803 -3.939 0.0 0.0 0.0 0.0006
C 6.064 -1.961 -2.811 0.1 0.0 0.1 0.0000
C 5.639 -1.453 -1.590 -0.1 0.1 0.0 -0.0022
H 2.483 -2.262 1.682 -0.1 0.0 0.0 0.0113
H 3.150 -3.814 3.489 0.0 0.0 0.0 0.0001
H 5.441 -3.716 4.408 0.0 0.0 0.0 0.0000
H 7.068 -2.093 3.494 0.0 0.0 0.0 0.0000
H 6.385 -0.526 1.716 0.0 0.0 0.1 0.0001
H 6.376 1.365 -0.431 0.0 0.0 0.0 0.0001
H 7.237 3.586 0.197 0.0 0.0 0.0 0.0000
H 5.869 5.099 1.595 0.0 0.0 0.0 -0.0001
H 3.625 4.379 2.353 0.0 0.0 0.0 0.0001
H 2.756 2.158 1.706 0.0 0.0 0.0 -0.0064
H 2.676 -0.144 -2.546 0.0 0.1 0.0 0.0770
H 3.439 -1.017 -4.724 0.0 0.0 0.0 -0.0002
H 5.603 -2.200 -4.890 0.0 0.0 0.0 -0.0002
H 7.011 -2.481 -2.878 0.0 0.0 0.0 -0.0002
H 6.255 -1.593 -0.708 0.0 0.0 0.0 0.0004
```
Forces are in eV/Å.